#A
Entry from the OMol25 dataset: a cluster of 2 separate species, C4H10N3S in total (wB97M-V/def2-TZVPD).

Highest occupied orbital energy   -13.65 eV
Total charge   +1
LUMO energy   -0.129 hartree
Kohn-Sham gap   10.138 eV
Multiplicity   1

Each atom is followed by the atoms it is bonded to, with distances in Å.
Cartesian coordinates (Å):
1 C 0.016 0.963 1.008  C2 1.314, N5 1.352, H9 1.116
2 C 0.672 -0.079 1.467  C1 1.314, C4 1.493, S8 1.747
3 C -0.988 -0.626 -0.245  N5 1.272, S8 1.698, H10 1.094
4 C 1.799 -0.155 2.443  C2 1.493, H11 1.176, H12 1.032, H13 1.055
5 N -0.897 0.601 0.079  C1 1.352, C3 1.272, N6 1.403
6 N -1.465 1.640 -0.675  N5 1.403, H14 1.004, H15 0.941
7 N -0.067 -1.175 -2.718  H16 1.047, H17 1.070, H18 0.981
8 S 0.026 -1.542 0.763  C2 1.747, C3 1.698
9 H 0.035 2.035 1.317  C1 1.116
10 H -1.799 -0.994 -0.880  C3 1.094
11 H 1.429 -0.571 3.479  C4 1.176
12 H 2.165 0.764 2.737  C4 1.032
13 H 2.393 -0.880 1.958  C4 1.055
14 H -1.713 2.504 -0.228  N6 1.004
15 H -2.156 1.321 -1.227  N6 0.941
16 H -0.517 -1.216 -3.663  N7 1.047
17 H 0.436 -2.104 -2.887  N7 1.070
18 H 0.630 -0.485 -2.729  N7 0.981

---

#B
Entry from the OMol25 dataset: the ion C4H10N3S with charge +1 (wB97M-V/def2-TZVPD).

Highest occupied orbital energy   -13.90 eV
Total charge   +1
LUMO energy   -0.114 hartree
Kohn-Sham gap   10.789 eV
Multiplicity   1

Each atom is followed by the atoms it is bonded to, with distances in Å.
Cartesian coordinates (Å):
1 C 0.283 1.581 1.413  N2 1.468, H9 1.122, H10 1.049, H11 1.156
2 N 0.605 0.405 0.595  C1 1.468, C3 1.390, C6 1.458
3 C 1.824 -0.263 0.595  N2 1.390, N4 1.269, H12 1.081
4 N 1.916 -1.308 -0.118  C3 1.269, N5 1.420
5 N 0.608 -1.397 -0.666  N4 1.420, C6 1.527, H13 1.053, H14 0.983
6 C -0.371 -0.316 -0.213  N2 1.458, N5 1.527, C7 1.477, S8 1.837
7 C -1.047 0.439 -1.288  C6 1.477, H15 1.156, H16 1.102, H17 1.098
8 S -1.576 -1.277 0.788  C6 1.837, H18 1.306
9 H -0.160 1.230 2.383  C1 1.122
10 H 1.096 2.221 1.584  C1 1.049
11 H -0.424 2.210 0.747  C1 1.156
12 H 2.699 0.254 0.961  C3 1.081
13 H 0.145 -2.291 -0.358  N5 1.053
14 H 0.700 -1.323 -1.641  N5 0.983
15 H -1.549 -0.348 -1.969  C7 1.156
16 H -0.317 0.996 -1.897  C7 1.102
17 H -1.953 0.896 -0.869  C7 1.098
18 H -2.479 -1.710 -0.050  S8 1.306

---

How far above the most stable structure does each one sit? In kJ/mol: #A 0.0; #B 27.6.

---

#A
Entry from the OMol25 dataset: an isolated molecule of C3H5N3O (wB97M-V/def2-TZVPD).

Highest occupied orbital energy   -8.63 eV
Total charge   0
LUMO energy   0.017 hartree
Kohn-Sham gap   9.083 eV
Multiplicity   1

Each atom is followed by the atoms it is bonded to, with distances in Å.
Cartesian coordinates (Å):
1 O -1.999 1.014 -0.509  C2 1.379
2 C -1.801 -0.154 0.199  O1 1.379, C3 1.503, H9 1.113, H10 1.119
3 C -0.304 -0.283 0.182  C2 1.503, N4 1.329, N7 1.349
4 N 0.274 0.728 -0.459  C3 1.329, N5 1.347, H8 1.247
5 N 1.591 0.452 -0.427  N4 1.347, C6 1.340, H11 1.010
6 C 1.744 -0.649 0.321  N5 1.340, N7 1.316, H12 1.079
7 N 0.588 -1.165 0.679  C3 1.349, C6 1.316
8 H -0.725 1.185 -1.050  N4 1.247
9 H -2.274 -1.082 -0.196  C2 1.113
10 H -2.124 -0.185 1.269  C2 1.119
11 H 2.308 1.136 -0.628  N5 1.010
12 H 2.722 -0.996 0.619  C6 1.079

---

#B
Entry from the OMol25 dataset: an isolated molecule of C3H5N3O (wB97M-V/def2-TZVPD).

Highest occupied orbital energy   -8.04 eV
Total charge   0
LUMO energy   0.035 hartree
Kohn-Sham gap   9.004 eV
Multiplicity   1

Each atom is followed by the atoms it is bonded to, with distances in Å.
Cartesian coordinates (Å):
1 N -0.873 -2.215 -0.358  N2 1.502, H8 0.989, H9 1.045
2 N -0.441 -1.095 -1.260  N1 1.502, C3 1.291
3 C -0.097 -0.083 -0.535  N2 1.291, N4 1.386, O7 1.377
4 N -0.018 0.197 0.821  C3 1.386, C5 1.383, H10 1.063
5 C 0.620 1.403 1.046  N4 1.383, C6 1.354, H11 1.100
6 C 0.821 1.939 -0.181  C5 1.354, O7 1.412, H12 1.059
7 O 0.190 1.119 -1.141  C3 1.377, C6 1.412
8 H -1.822 -2.255 -0.630  N1 0.989
9 H -0.568 -3.090 -0.842  N1 1.045
10 H -0.048 -0.642 1.473  N4 1.063
11 H 0.980 1.837 1.991  C5 1.100
12 H 1.256 2.883 -0.385  C6 1.059

---

How far above the most stable structure does each one sit? In kJ/mol: #A 19.3; #B 0.0.

---

#A
Entry from the OMol25 dataset: a cluster of 2 separate species, C3H5N3O in total (wB97M-V/def2-TZVPD).

Highest occupied orbital energy   -9.16 eV
Total charge   0
LUMO energy   0.017 hartree
Kohn-Sham gap   9.611 eV
Multiplicity   1

Each atom is followed by the atoms it is bonded to, with distances in Å.
Cartesian coordinates (Å):
1 H -0.086 -0.950 -0.791  N2 1.015
2 N 0.579 -0.273 -1.151  H1 1.015, C3 1.272
3 C 0.813 0.679 -0.340  N2 1.272, N4 1.351, C5 1.543
4 N 1.667 1.676 -0.657  C3 1.351, H7 1.006, H8 1.004
5 C 0.154 0.848 1.045  C3 1.543, O6 1.209, H9 1.100
6 O 0.588 1.660 1.828  C5 1.209
7 H 1.897 2.355 0.049  N4 1.006
8 H 2.192 1.632 -1.511  N4 1.004
9 H -0.404 -0.034 1.394  C5 1.100
10 C -2.492 -2.577 0.126  N11 1.146, H12 1.063
11 N -1.874 -1.629 0.307  C10 1.146
12 H -3.033 -3.388 -0.297  C10 1.063

---

#B
Entry from the OMol25 dataset: an isolated molecule of C3H5N3O (wB97M-V/def2-TZVPD).

Highest occupied orbital energy   -8.34 eV
Total charge   0
LUMO energy   0.028 hartree
Kohn-Sham gap   9.116 eV
Multiplicity   1

Each atom is followed by the atoms it is bonded to, with distances in Å.
Cartesian coordinates (Å):
1 N -1.876 -0.711 0.178  N2 1.414, H8 1.116, H9 1.203
2 N -0.668 -0.240 -0.385  N1 1.414, C3 1.419, N7 1.159
3 C -0.592 1.115 0.030  N2 1.419, C4 1.401, H10 1.221
4 C 0.799 1.282 0.005  C3 1.401, C5 1.451, H11 1.097
5 C 1.307 -0.072 -0.114  C4 1.451, O6 1.327, N7 1.301
6 O 2.507 -0.615 0.049  C5 1.327, H12 0.976
7 N 0.312 -0.858 -0.408  N2 1.159, C5 1.301
8 H -2.439 -1.215 -0.643  N1 1.116
9 H -1.538 -1.296 1.173  N1 1.203
10 H -1.524 1.899 -0.068  C3 1.221
11 H 1.308 2.226 -0.228  C4 1.097
12 H 2.403 -1.515 0.412  O6 0.976

---

How far above the most stable structure does each one sit? In kJ/mol: #A 0.0; #B 329.5.

---

#A
Entry from the OMol25 dataset: an isolated molecule of C3H5N3O (wB97M-V/def2-TZVPD).

Highest occupied orbital energy   -8.20 eV
Total charge   0
LUMO energy   0.023 hartree
Kohn-Sham gap   8.825 eV
Multiplicity   1

Each atom is followed by the atoms it is bonded to, with distances in Å.
Cartesian coordinates (Å):
1 N 2.087 -0.759 0.318  C2 1.317, H8 1.015, H9 1.008
2 C 0.855 -0.342 0.105  N1 1.317, C5 1.711, N7 1.330
3 C -0.685 1.972 -0.502  N4 1.309, H10 1.111
4 N -1.358 1.007 0.071  C3 1.309, C5 1.468, H11 1.021
5 C -0.834 -0.330 0.376  C2 1.711, N4 1.468, O6 1.222, N7 1.470
6 O -1.402 -1.003 1.224  C5 1.222
7 N -0.031 -0.904 -0.713  C2 1.330, C5 1.470, H12 1.023
8 H 2.513 -1.529 -0.187  N1 1.015
9 H 2.682 -0.238 0.943  N1 1.008
10 H -1.383 2.833 -0.574  C3 1.111
11 H -2.311 1.065 0.433  N4 1.021
12 H -0.035 -1.888 -0.993  N7 1.023

---

#B
Entry from the OMol25 dataset: an isolated molecule of C3H5N3O (wB97M-V/def2-TZVPD).

Highest occupied orbital energy   -9.65 eV
Total charge   0
LUMO energy   0.024 hartree
Kohn-Sham gap   10.295 eV
Multiplicity   1

Each atom is followed by the atoms it is bonded to, with distances in Å.
Cartesian coordinates (Å):
1 C -0.824 -1.338 0.096  C2 1.520, H8 1.079, H9 1.076, H10 1.204
2 C 0.510 -0.662 -0.176  C1 1.520, N3 1.258, C6 1.442
3 N 1.711 -1.020 -0.068  C2 1.258, O4 1.290
4 O 2.480 0.011 0.027  N3 1.290, N5 1.371
5 N 1.759 1.173 0.124  O4 1.371, C6 1.352
6 C 0.474 0.767 0.012  C2 1.442, N5 1.352, N7 1.424
7 N -0.620 1.676 0.089  C6 1.424, H11 1.069, H12 1.028
8 H -1.023 -1.038 1.113  C1 1.079
9 H -1.596 -1.156 -0.632  C1 1.076
10 H -0.832 -2.538 0.202  C1 1.204
11 H -1.508 1.504 -0.481  N7 1.069
12 H -0.530 2.621 -0.306  N7 1.028

---

How far above the most stable structure does each one sit? In kJ/mol: #A 108.2; #B 0.0.

---

#A
Entry from the OMol25 dataset: an isolated molecule of C3H5N3O (wB97M-V/def2-TZVPD).

Highest occupied orbital energy   -10.23 eV
Total charge   0
LUMO energy   0.031 hartree
Kohn-Sham gap   11.074 eV
Multiplicity   1

Each atom is followed by the atoms it is bonded to, with distances in Å.
Cartesian coordinates (Å):
1 O 2.318 1.025 -0.134  C2 1.404, H8 0.967
2 C 0.979 1.278 -0.472  O1 1.404, C3 1.498, H9 1.104, H10 1.092
3 C 0.066 0.157 -0.083  C2 1.498, N4 1.377, N7 1.307
4 N -1.271 0.335 0.191  C3 1.377, C5 1.301
5 C -1.675 -0.886 0.385  N4 1.301, N6 1.360, H11 1.083
6 N -0.655 -1.777 0.264  C5 1.360, N7 1.369, H12 1.009
7 N 0.475 -1.085 -0.080  C3 1.307, N6 1.369
8 H 2.457 0.073 -0.237  O1 0.967
9 H 0.856 1.440 -1.558  C2 1.104
10 H 0.657 2.196 0.025  C2 1.092
11 H -2.667 -1.242 0.637  C5 1.083
12 H -0.891 -2.539 -0.354  N6 1.009

---

#B
Entry from the OMol25 dataset: an isolated molecule of C3H5N3O (wB97M-V/def2-TZVPD).

Highest occupied orbital energy (alpha / beta)   -9.15 / -9.15 eV
Total charge   0
LUMO energy (alpha / beta)   -0.045 / -0.045 hartree
Kohn-Sham gap (alpha / beta)   7.931 / 7.932 eV
Multiplicity   1

Each atom is followed by the atoms it is bonded to, with distances in Å.
Cartesian coordinates (Å):
1 C -0.879 -1.093 1.426  C2 1.492, H8 1.095, H9 1.093, H10 1.092
2 C -0.146 -0.262 0.428  C1 1.492, N3 1.367, N7 1.319
3 N -0.383 1.082 0.346  C2 1.367, N4 1.282
4 N 0.325 1.479 -0.647  N3 1.282, C5 1.488, H11 1.015
5 C 1.095 0.390 -1.307  N4 1.488, O6 1.229, N7 1.453, H12 1.221
6 O 2.116 0.582 -1.963  C5 1.229
7 N 0.685 -0.733 -0.482  C2 1.319, C5 1.453
8 H -1.701 -1.638 0.950  C1 1.095
9 H -1.291 -0.444 2.203  C1 1.093
10 H -0.202 -1.821 1.877  C1 1.092
11 H 0.296 2.448 -0.948  N4 1.015
12 H 0.086 0.009 -1.881  C5 1.221

---

How far above the most stable structure does each one sit? In kJ/mol: #A 0.0; #B 239.0.

---

#A
Entry from the OMol25 dataset: a cluster of 2 separate species, C3H5N3O in total (wB97M-V/def2-TZVPD).

Highest occupied orbital energy   -8.20 eV
Total charge   0
LUMO energy   0.026 hartree
Kohn-Sham gap   8.908 eV
Multiplicity   1

Each atom is followed by the atoms it is bonded to, with distances in Å.
Cartesian coordinates (Å):
1 H -0.604 -1.452 -1.485  N2 1.017
2 N -0.371 -0.974 -0.617  H1 1.017, N3 1.216
3 N -0.269 0.236 -0.687  N2 1.216, C4 1.356
4 C 0.147 1.002 0.352  N3 1.356, C5 1.351, H6 1.103
5 C -0.701 1.914 0.877  C4 1.351, H7 1.055, H8 1.009
6 H 1.192 1.343 0.277  C4 1.103
7 H -0.446 2.599 1.638  C5 1.055
8 H -1.675 1.820 0.632  C5 1.009
9 N -1.044 -1.021 1.857  C10 1.217, H12 0.966
10 C 0.046 -1.494 2.118  N9 1.217, O11 1.128
11 O 1.154 -1.703 2.152  C10 1.128
12 H -1.724 -1.081 2.541  N9 0.966

---

#B
Entry from the OMol25 dataset: an isolated molecule of C3H5N3O (wB97M-V/def2-TZVPD).

Highest occupied orbital energy   -9.14 eV
Total charge   0
LUMO energy   0.016 hartree
Kohn-Sham gap   9.562 eV
Multiplicity   1

Each atom is followed by the atoms it is bonded to, with distances in Å.
Cartesian coordinates (Å):
1 C 1.800 -0.944 0.004  N2 1.447, H8 1.095, H9 1.092, H10 1.094
2 N 0.425 -0.492 -0.020  C1 1.447, N3 1.351, C6 1.342
3 N -0.598 -1.374 0.002  N2 1.351, N4 1.292
4 N -1.700 -0.699 0.006  N3 1.292, C5 1.365
5 C -1.411 0.635 0.002  N4 1.365, C6 1.369, H11 1.077
6 C -0.048 0.764 -0.006  N2 1.342, C5 1.369, O7 1.344
7 O 0.814 1.794 0.007  C6 1.344, H12 0.968
8 H 2.441 -0.057 0.007  C1 1.095
9 H 2.009 -1.560 -0.873  C1 1.092
10 H 1.979 -1.528 0.912  C1 1.094
11 H -2.180 1.389 0.000  C5 1.077
12 H 0.314 2.622 -0.021  O7 0.968

---

How far above the most stable structure does each one sit? In kJ/mol: #A 230.5; #B 0.0.